1.
{
  "formula": "C26H21ClN4O4",
  "method": "ωB97M-V with the def2-TZVPD basis set",
  "symbols": ["O", "C", "N", "C", "C", "C", "N", "C", "C", "C", "C", "C", "C", "N", "H", "H", "H", "H", "H", "H", "H", "H", "H", "H", "C", "C", "C", "C", "C", "C", "C", "C", "H", "O", "C", "O", "H", "H", "H", "H", "H", "N", "C", "O", "C", "C", "C", "C", "C", "C", "H", "H", "H", "H", "Cl", "H"],
  "positions_angstrom": [[-1.21887, -2.29805, 2.31172], [-0.97310, -2.21761, 1.12686], [-1.74367, -2.78317, 0.15959], [-3.12838, -3.09149, 0.42711], [-4.03515, -1.90658, 0.03930], [-3.63227, -0.69226, 0.80030], [-4.14414, -0.32742, 1.93907], [-3.43057, 0.77588, 2.33220], [-3.53134, 1.56448, 3.47231], [-2.64929, 2.61697, 3.60295], [-1.68662, 2.89748, 2.63052], [-1.57167, 2.13168, 1.48749], [-2.45059, 1.07033, 1.35372], [-2.61056, 0.11841, 0.38348], [-2.04910, 0.03933, -0.45671], [-0.82922, 2.34183, 0.73149], [-1.01696, 3.73268, 2.77885], [-2.69904, 3.24549, 4.48049], [-4.27239, 1.34805, 4.22486], [-5.06661, -2.15282, 0.28646], [-3.95334, -1.71676, -1.03422], [-3.21291, -3.28163, 1.49858], [-3.41373, -3.98599, -0.13231], [-1.52664, -2.57290, -0.80353], [0.21960, -1.46355, 0.62136], [0.71532, -0.49550, 1.40681], [1.74691, 0.48869, 1.15018], [2.66659, 0.40233, 0.10457], [3.61835, 1.38891, -0.12782], [3.62249, 2.47416, 0.71522], [2.71449, 2.57138, 1.77489], [1.78363, 1.59867, 2.01801], [1.08514, 1.68620, 2.83309], [2.94082, 3.73694, 2.45455], [4.01153, 4.37302, 1.79284], [4.43285, 3.57148, 0.70737], [3.68451, 5.35602, 1.41806], [4.85004, 4.51240, 2.49330], [4.32549, 1.30965, -0.93646], [2.66527, -0.45741, -0.54385], [0.22220, -0.40794, 2.36747], [0.67627, -1.73717, -0.69890], [0.21247, -1.09567, -1.79226], [-0.67998, -0.26683, -1.75463], [0.90947, -1.45444, -3.06563], [1.04076, -2.76131, -3.52653], [1.68466, -3.02858, -4.72365], [2.21033, -1.98581, -5.46658], [2.07847, -0.67919, -5.02583], [1.42343, -0.41693, -3.83728], [1.29982, 0.59499, -3.48262], [2.47961, 0.13408, -5.61014], [2.71549, -2.19805, -6.39616], [1.76895, -4.04705, -5.06893], [0.35858, -4.08897, -2.63337], [1.36259, -2.47042, -0.80768]],
  "smiles": "O=C(NCCc1nc2ccccc2[nH]1)/C(=C/c1ccc2c(c1)OCO2)NC(=O)c1ccccc1Cl",
  "lumo_ev": 0.14,
  "energy_ev": -53977.0281,
  "total_charge": 0,
  "homo_energy_ev": -7.99
}

---

2.
{
  "formula": "C33H87N3O12",
  "method": "ωB97M-V with the def2-TZVPD basis set",
  "symbols": ["C", "C", "C", "O", "H", "H", "H", "H", "H", "H", "H", "H", "C", "C", "C", "O", "H", "H", "H", "H", "H", "H", "H", "H", "C", "C", "C", "O", "H", "H", "H", "H", "H", "H", "H", "H", "C", "O", "C", "C", "N", "C", "C", "O", "C", "H", "H", "H", "H", "H", "H", "H", "H", "H", "H", "H", "H", "H", "H", "H", "C", "O", "C", "C", "N", "C", "C", "O", "C", "H", "H", "H", "H", "H", "H", "H", "H", "H", "H", "H", "H", "H", "H", "H", "C", "O", "C", "C", "N", "C", "C", "O", "C", "H", "H", "H", "H", "H", "H", "H", "H", "H", "H", "H", "H", "H", "H", "H", "C", "C", "O", "H", "H", "H", "H", "H", "H", "C", "C", "O", "H", "H", "H", "H", "H", "H", "C", "C", "O", "H", "H", "H", "H", "H", "H"],
  "positions_angstrom": [[-13.96532, -12.27628, -21.19997], [-14.90147, -11.81133, -20.06398], [-15.55231, -10.42509, -20.37773], [-15.95460, -12.70771, -19.86881], [-13.50394, -13.20446, -20.86275], [-13.16761, -11.54539, -21.33247], [-14.50470, -12.40605, -22.13823], [-14.42397, -11.70269, -19.09017], [-14.84354, -9.59746, -20.40539], [-16.30355, -10.16575, -19.63175], [-16.05452, -10.48138, -21.34350], [-16.57309, -12.60773, -20.59619], [-11.90765, -8.55444, -20.06884], [-10.81645, -8.20244, -19.10149], [-10.38902, -9.40206, -18.32770], [-9.74547, -7.73176, -19.85637], [-11.70313, -9.37456, -20.75707], [-12.29542, -7.67757, -20.58734], [-12.82438, -8.88870, -19.58308], [-11.09514, -7.38279, -18.43924], [-9.76679, -10.05156, -18.94340], [-11.22734, -10.06462, -18.11250], [-9.83539, -9.20775, -17.40910], [-9.90801, -6.82376, -20.12228], [-14.35723, -7.68938, -22.87515], [-13.35935, -8.78846, -23.22426], [-13.84002, -9.82334, -24.24770], [-12.24980, -8.11910, -23.69917], [-13.87916, -6.98623, -22.19316], [-15.15820, -8.17182, -22.31499], [-14.72627, -7.19493, -23.77371], [-13.09654, -9.30869, -22.30318], [-13.07661, -10.56092, -24.49521], [-14.05872, -9.31064, -25.18440], [-14.79991, -10.25701, -23.96728], [-11.49831, -8.71633, -23.71316], [-6.19821, -3.27552, -19.54885], [-7.26312, -3.67650, -20.42451], [-7.38999, -5.08040, -20.61205], [-8.52695, -5.39285, -21.58008], [-9.84820, -5.03113, -20.98653], [-10.97606, -5.27003, -21.88634], [-12.35263, -4.81784, -21.27456], [-12.28089, -3.45694, -21.00990], [-13.48816, -2.73787, -20.87573], [-6.43574, -3.44352, -18.49839], [-6.03041, -2.20312, -19.64838], [-5.22241, -3.73032, -19.71937], [-7.51041, -5.56518, -19.64325], [-6.47510, -5.49301, -21.03729], [-8.45118, -6.46015, -21.78804], [-8.35696, -4.84512, -22.50699], [-9.96219, -4.07861, -20.67058], [-11.04300, -6.33462, -22.11063], [-10.77790, -4.81198, -22.85536], [-12.54841, -5.35820, -20.34838], [-13.09291, -4.96080, -22.06174], [-14.13834, -3.16815, -20.11400], [-14.05833, -2.72571, -21.80463], [-13.34255, -1.68096, -20.65248], [-6.81452, -11.63530, -14.47106], [-8.07174, -12.06333, -14.99986], [-8.71313, -13.07275, -14.21440], [-10.13496, -13.32251, -14.74477], [-10.13130, -13.82712, -16.08381], [-11.44170, -13.59072, -16.70484], [-11.34528, -13.66502, -18.25911], [-10.48171, -12.69196, -18.70211], [-10.23869, -12.58170, -20.09844], [-6.01183, -12.36751, -14.55850], [-6.93205, -11.42052, -13.40891], [-6.55709, -10.73085, -15.02224], [-8.72135, -12.72938, -13.17993], [-8.19112, -14.01440, -14.38438], [-10.75552, -12.42670, -14.72161], [-10.56992, -14.07293, -14.08463], [-9.44008, -13.34673, -16.64197], [-11.83521, -12.60608, -16.45241], [-12.06569, -14.33428, -16.20901], [-12.33526, -13.60729, -18.71157], [-10.95433, -14.63699, -18.56001], [-11.16487, -12.29954, -20.59912], [-9.79940, -13.51892, -20.44014], [-9.52260, -11.76920, -20.22162], [-8.48998, -6.11902, -16.72099], [-9.68058, -6.10327, -15.96950], [-10.61312, -5.06815, -16.38290], [-11.88895, -4.95682, -15.48758], [-12.95556, -5.87915, -15.86538], [-13.55599, -5.33488, -17.06819], [-14.47535, -6.41916, -17.60440], [-15.07548, -5.89986, -18.84476], [-16.04573, -6.69669, -19.50937], [-8.08357, -5.10797, -16.69416], [-8.74243, -6.52645, -17.69995], [-7.78108, -6.83834, -16.31093], [-10.88456, -5.27706, -17.41768], [-10.04952, -4.13530, -16.39845], [-12.26181, -3.93262, -15.47827], [-11.68614, -5.30358, -14.47429], [-12.63082, -6.81057, -16.08244], [-12.80598, -5.17285, -17.84236], [-14.12049, -4.40898, -16.95788], [-15.20976, -6.71553, -16.85547], [-13.91346, -7.33835, -17.77012], [-15.56550, -7.61189, -19.85558], [-16.47033, -6.16112, -20.35848], [-16.82061, -6.94031, -18.78253], [-9.80271, -9.75043, -12.98393], [-10.02258, -8.38268, -13.54832], [-9.99151, -8.56085, -14.90520], [-10.54134, -10.46989, -13.33736], [-9.70899, -9.66787, -11.90111], [-8.83475, -10.13820, -13.30138], [-9.19906, -7.76339, -13.19278], [-10.99253, -7.96754, -13.27452], [-9.98449, -7.65106, -15.21152], [-14.85120, -9.74293, -15.91208], [-13.38377, -10.17740, -15.93854], [-12.71132, -8.99024, -15.72203], [-15.16300, -9.16297, -16.78071], [-15.27437, -9.12038, -15.12375], [-15.49142, -10.62470, -15.93849], [-13.17281, -10.54979, -16.94099], [-13.13544, -10.94469, -15.20525], [-11.83318, -9.09809, -15.34943], [-6.24658, -8.59763, -21.42193], [-7.07345, -9.90628, -21.22567], [-8.38809, -9.56183, -21.55755], [-6.20401, -8.21700, -22.44243], [-5.20087, -8.80373, -21.19362], [-6.52162, -7.77569, -20.76095], [-6.97895, -10.33604, -20.22844], [-6.66728, -10.73386, -21.80727], [-8.65625, -8.95838, -20.86075]],
  "smiles": "COCCNCCOC.COCCNCCOC.COCCNCCOC.CC(C)O.CC(C)O.CC(C)O.CCO.CCO.CCO",
  "lumo_ev": 0.70,
  "energy_ev": -64666.7703,
  "de_lowest_ev": 0.000,
  "total_charge": 0,
  "homo_energy_ev": -8.68
}

---

3.
{
  "formula": "CH3NOP2S",
  "method": "ωB97M-V with the def2-TZVPD basis set",
  "symbols": ["C", "N", "O", "P", "P", "S", "H", "H", "H"],
  "positions_angstrom": [[-0.87080, 1.01308, 0.84707], [-1.79720, 0.13278, 0.65124], [0.92370, -0.44870, -0.06894], [0.60768, 1.15676, -0.18545], [1.82946, -1.68131, 0.21686], [-1.95477, -1.02575, -0.42198], [-0.90708, 1.82334, 1.58152], [0.28608, 1.04261, -1.47257], [1.88292, -2.01280, -1.14776]],
  "lumo_ev": [-0.65, -1.72],
  "energy_ev": -34032.2818,
  "de_lowest_ev": 4.253,
  "total_charge": 0,
  "homo_energy_ev": [-8.98, -7.67]
}

---

4.
{
  "formula": "C50H44O16",
  "method": "ωB97M-V with the def2-TZVPD basis set",
  "symbols": ["C", "C", "C", "O", "C", "C", "C", "O", "H", "H", "H", "H", "C", "C", "C", "O", "C", "C", "C", "O", "H", "H", "H", "H", "C", "C", "C", "O", "C", "C", "C", "O", "H", "H", "H", "H", "C", "C", "C", "O", "C", "C", "C", "O", "H", "H", "H", "H", "C", "C", "C", "O", "C", "C", "C", "O", "H", "H", "H", "H", "C", "C", "C", "O", "C", "C", "C", "O", "H", "H", "H", "H", "C", "C", "C", "O", "C", "C", "C", "O", "H", "H", "H", "H", "C", "C", "C", "O", "C", "H", "H", "H", "H", "H", "H", "H", "H", "C", "C", "C", "O", "C", "H", "H", "H", "H", "H", "H", "H", "H"],
  "positions_angstrom": [[5.77538, -0.06122, -5.06583], [4.75266, -0.12257, -4.18294], [3.39831, 0.22083, -4.59843], [2.35871, -0.11930, -3.99761], [3.27422, 1.05057, -5.86195], [4.27506, 1.13293, -6.75771], [5.59312, 0.61802, -6.39626], [6.52026, 0.73010, -7.23893], [6.78522, -0.32654, -4.76277], [4.82262, -0.44777, -3.11611], [2.36052, 1.59771, -5.99184], [4.19695, 1.69121, -7.65794], [2.90036, -6.97592, 0.12714], [3.33357, -5.85516, 0.65390], [2.53264, -5.08078, 1.56420], [2.95581, -4.11094, 2.15107], [1.14319, -5.56080, 1.88948], [0.71015, -6.70315, 1.29930], [1.51749, -7.38781, 0.32407], [1.08226, -8.29456, -0.32925], [3.49171, -7.51355, -0.69351], [4.30534, -5.46092, 0.40038], [0.65596, -4.83870, 2.56870], [-0.32428, -7.00897, 1.38106], [-2.35403, 3.91159, -4.14318], [-1.16855, 3.85590, -3.56908], [-0.41407, 2.62339, -3.70104], [0.63249, 2.46624, -3.15143], [-0.84769, 1.54868, -4.67692], [-1.94864, 1.68575, -5.40721], [-2.77080, 2.86508, -5.19782], [-3.80358, 3.11026, -5.83096], [-3.07019, 4.73970, -3.99658], [-0.98563, 4.61759, -2.77106], [-0.13443, 0.70426, -4.68271], [-2.24896, 0.89088, -6.03817], [-3.39031, 4.09020, 5.66819], [-3.16506, 2.78367, 5.66294], [-2.67486, 2.12766, 4.47164], [-2.55764, 0.94446, 4.46952], [-2.15063, 2.96083, 3.31136], [-2.34314, 4.26871, 3.32846], [-3.08716, 4.92413, 4.45635], [-3.49373, 6.09128, 4.41991], [-3.91475, 4.60435, 6.44613], [-3.39634, 2.06092, 6.43784], [-1.63005, 2.29868, 2.60578], [-2.00008, 5.03023, 2.61666], [1.87489, 3.68576, 0.74949], [1.05732, 4.48756, 0.08132], [1.42433, 4.96257, -1.25199], [0.63450, 5.58153, -1.95760], [2.81604, 4.73223, -1.77879], [3.58490, 3.82407, -1.17565], [3.28027, 3.34350, 0.20778], [4.07102, 2.74420, 0.88688], [1.60038, 3.16473, 1.67059], [0.06624, 4.72398, 0.42508], [3.13386, 5.16293, -2.72287], [4.55850, 3.54925, -1.48739], [-5.59721, -4.05675, 3.75122], [-4.55520, -4.84723, 3.50778], [-3.21532, -4.32003, 3.56350], [-2.26721, -5.01969, 3.17472], [-3.00186, -2.87752, 3.92282], [-4.01019, -2.00450, 4.11780], [-5.39201, -2.57727, 4.02913], [-6.35717, -1.84614, 4.05620], [-6.63284, -4.37988, 3.74465], [-4.67451, -5.85510, 3.18257], [-1.94283, -2.58530, 4.02013], [-3.89924, -0.92166, 4.27918], [-1.11840, -1.56297, 1.11460], [-0.51950, -2.70728, 0.83921], [0.45546, -2.76847, -0.24744], [0.89184, -3.86462, -0.62351], [0.91938, -1.53904, -0.91859], [0.33237, -0.35873, -0.57266], [-0.70831, -0.29568, 0.47055], [-1.13029, 0.78567, 0.79346], [-1.89539, -1.47629, 1.91419], [-0.75850, -3.63460, 1.33485], [1.76280, -1.72902, -1.60053], [0.57465, 0.60009, -0.99913], [4.74426, -1.62480, 0.89315], [5.62940, -0.35191, 1.12498], [5.90729, 0.14969, -0.32872], [5.76307, -0.98428, -1.13547], [4.61963, -1.65875, -0.59962], [3.77168, -1.59305, 1.33436], [5.23835, -2.50487, 1.33168], [6.55182, -0.55200, 1.63419], [5.02448, 0.38214, 1.59103], [6.89811, 0.53684, -0.45453], [5.11623, 0.85095, -0.63015], [4.64403, -2.70781, -1.04388], [3.66013, -1.20931, -0.82919], [-5.00450, 0.08211, 0.56292], [-4.60531, 1.45831, -0.02471], [-5.41520, 2.48146, 0.78477], [-6.44658, 1.71977, 1.34675], [-5.97846, 0.40960, 1.69928], [-4.17745, -0.42469, 1.01112], [-5.45777, -0.56320, -0.24017], [-4.85349, 1.46733, -1.14241], [-3.53202, 1.61717, 0.02826], [-5.86899, 3.30713, 0.19945], [-4.82892, 2.94323, 1.59473], [-6.79745, -0.30924, 1.73023], [-5.46456, 0.58071, 2.62351]],
  "smiles": "O=C1C=CC(=O)C=C1.O=C1C=CC(=O)C=C1.O=C1C=CC(=O)C=C1.O=C1C=CC(=O)C=C1.O=C1C=CC(=O)C=C1.O=C1C=CC(=O)C=C1.O=C1C=CC(=O)C=C1.C1CCOC1.C1CCOC1",
  "lumo_ev": -1.90,
  "energy_ev": -85312.4762,
  "total_charge": 0,
  "homo_energy_ev": -9.62
}